# 1
Density functional theory data (ωB97M-V with the def2-TZVPD basis set) for a molecular structure, C37H32BBrN6O2Ti in a non-equilibrium geometry.

The geometry in ORCA input format:
```
! wB97M-V def2-TZVPD RIJCOSX def2/J DEFGRID3
* xyz 1 2
Ti -0.37756 -0.46604 -0.04258
C 2.22368 -0.66500 -4.80878
C 2.14094 -0.62937 -3.31667
C 3.15619 -0.56671 -2.36864
C 2.51944 -0.58421 -1.13611
N 1.19013 -0.63594 -1.31759
N 0.97180 -0.66521 -2.66961
B -0.50565 -0.71777 -3.16606
N -1.20372 -1.94099 -2.45519
N -1.22099 -2.00112 -1.08765
C -1.86373 -3.11774 -0.72365
C -2.27205 -3.79404 -1.85950
C -1.83609 -3.01619 -2.93486
C -1.99332 -3.25304 -4.40210
C -2.01074 -3.40958 0.72120
C -1.50990 -2.54111 1.69117
C -1.63274 -2.78622 3.04448
C -2.28104 -3.94533 3.45474
C -2.78716 -4.82539 2.50980
C -2.65257 -4.56007 1.15062
N -1.22089 0.58391 -2.68482
N -1.33073 0.77350 -1.33280
C -1.96191 1.94564 -1.14900
C -2.23045 2.52333 -2.38153
C -1.75312 1.62659 -3.33068
C -1.79825 1.70876 -4.82346
C -2.29115 2.40142 0.21354
C -1.99524 3.69496 0.61997
C -2.22752 4.08076 1.93417
C -2.75627 3.17603 2.84560
C -3.07282 1.88590 2.43712
C -2.84790 1.50696 1.12368
C 3.09339 -0.57696 0.22276
C 2.61223 -1.45241 1.19165
C 3.08260 -1.39576 2.49456
C 4.06108 -0.46827 2.83276
C 4.56626 0.38882 1.86224
C 4.08220 0.33748 0.56156
H 3.26499 -0.71366 -5.11829
H 1.70574 -1.53030 -5.22192
H 1.77859 0.22798 -5.24981
H 4.21875 -0.54170 -2.55471
H -0.56273 -0.83470 -4.35879
H -2.81462 -4.72376 -1.92367
H -2.53829 -4.17893 -4.57155
H -2.54387 -2.43940 -4.87538
H -1.02344 -3.33019 -4.89466
H -0.99494 -1.61730 1.44945
H -1.22341 -2.07900 3.75347
H -2.38972 -4.15938 4.51037
H -3.29113 -5.72904 2.82835
H -3.05168 -5.25768 0.42293
H -2.74371 3.45360 -2.57059
H -2.36222 2.58908 -5.12490
H -0.79570 1.78706 -5.24732
H -2.27448 0.83169 -5.26219
H -1.55294 4.39269 -0.08245
H -1.98196 5.08698 2.24954
H -2.92637 3.47691 3.87176
H -3.49716 1.17724 3.13743
H -3.13157 0.51382 0.79491
H 1.87994 -2.20326 0.91815
H 2.68890 -2.07504 3.24029
H 4.43299 -0.41864 3.84891
H 5.32616 1.11519 2.12245
H 4.45053 1.03221 -0.18475
Br 3.44783 3.69041 5.95505
C 2.77777 3.33989 4.22870
C 3.16839 4.14214 3.16737
C 2.67609 3.87809 1.89515
C 1.80846 2.81590 1.68666
C 1.42837 2.02530 2.76189
C 1.90664 2.28529 4.04114
C 0.53792 0.84952 2.61891
O 0.09609 0.21443 3.52997
O 0.17745 0.55636 1.32227
H 3.84947 4.96547 3.33681
H 2.97820 4.50647 1.06699
H 1.43252 2.60258 0.69600
H 1.60167 1.65612 4.86574
*
```

Properties
<S²>: 0.75
M in g/mol: 731.3
Orbital gap (alpha / beta) in eV: 7.83 / 8.26

Atomic partial charges in e from the Löwdin method, atoms 1 to 4:
1 Ti 1.0780
2 C 0.0002
3 C -0.2383
4 C 0.0607



# 2
Density functional theory data (ωB97M-V with the def2-TZVPD basis set) for a molecular structure, C9H10F9IrNO8S2Se2.

The geometry in ORCA input format:
```
! wB97M-V def2-TZVPD RIJCOSX def2/J DEFGRID3
* xyz -1 5
Ir -0.06498 -0.50840 -0.25827
O 1.28512 1.84287 1.53060
C 2.53492 2.22444 1.00410
C 2.46919 2.27590 -0.52928
C 3.53181 3.32263 -0.93351
O 3.73135 3.45475 -2.32955
C 2.87607 0.95222 -1.19824
Se 2.29987 -0.74385 -0.39602
C 1.12407 2.80426 -1.03562
Se -0.51313 1.71626 -1.00932
H 1.37933 1.53487 2.43761
H 3.32853 1.52900 1.30195
H 2.80647 3.22183 1.38132
H 4.47758 3.07172 -0.43224
H 3.21915 4.30883 -0.58516
H 3.99931 2.59954 -2.68114
H 3.96902 0.87864 -1.19542
H 2.54819 0.95156 -2.23940
H 1.25111 3.08934 -2.08194
H 0.86318 3.71359 -0.48966
F -3.31599 -2.04422 1.39860
C -4.28489 -1.93753 0.49553
F -5.02365 -0.86632 0.77662
F -5.06385 -3.02095 0.58308
S -3.58769 -1.77485 -1.20867
O -2.70606 -0.64038 -1.11890
O -4.73399 -1.71016 -2.05671
N -2.83115 -3.14299 -1.40905
S -1.28773 -3.21632 -1.18596
O -0.50892 -2.38471 -2.08163
O -0.84910 -3.18636 0.18217
C -1.01184 -4.94729 -1.75781
F -1.75265 -5.80323 -1.05826
F -1.30455 -5.08206 -3.04949
F 0.27418 -5.25355 -1.58110
F -0.21889 1.19840 4.17786
C -1.27199 0.39903 3.85972
F -1.01437 -0.80342 4.38437
F -2.34048 0.89265 4.48784
C -1.44127 0.37932 2.31272
O -2.23508 1.13711 1.80864
O -0.60621 -0.43215 1.77960
*
```

Properties
Energy above the lowest of the compared OMol25 structures with the same formula, charge and spin in eV: 0.236
<S²>: 6.02
M in g/mol: 845.4
Orbital gap (alpha / beta) in eV: 6.78 / 7.05

Atomic partial charges in e from the Löwdin method, atoms 1 to 4:
1 Ir 0.7897
2 O -0.1173
3 C -0.2416
4 C -0.5585



# 3
Density functional theory data (ωB97M-V with the def2-TZVPD basis set) for C7H8O2S in the gas phase in a non-equilibrium geometry.

The geometry in ORCA input format:
```
! wB97M-V def2-TZVPD RIJCOSX def2/J DEFGRID3
* xyz 0 1
C 1.02065 -1.41164 1.32841
C 1.56326 -1.14151 0.02429
C -0.16741 -1.06029 1.80446
C 0.94699 -0.15546 -0.63167
C -1.07859 -0.28718 0.90540
C -1.05784 1.06356 -1.21186
C -0.22393 0.60968 -0.00893
O 1.22268 0.30893 -1.88842
O 0.86523 2.88743 -1.76049
S 0.30480 1.66254 -2.37700
H 1.63070 -2.00600 1.86114
H 2.14809 -1.90272 -0.34076
H -0.61511 -1.50125 2.69693
H -1.60714 -1.16741 0.33152
H -1.76264 0.31617 1.44004
H -1.72746 0.30337 -1.80930
H -1.67344 2.01806 -0.86582
H 0.21114 1.46374 0.50205
*
```

Properties
Energy above the lowest of the compared OMol25 structures with the same formula, charge and spin in eV: 2.018
M in g/mol: 156.2
Orbital gap in eV: 9.00

Atomic partial charges in e from the Löwdin method, atoms 1 to 4:
1 C -0.1126
2 C -0.0007
3 C -0.0995
4 C -0.2912



# 4
Density functional theory data (ωB97M-V with the def2-TZVPD basis set) for C4H10OS in the gas phase in a non-equilibrium geometry.

The geometry in ORCA input format:
```
! wB97M-V def2-TZVPD RIJCOSX def2/J DEFGRID3
* xyz 0 1
C 1.52268 0.54381 -1.28294
S 0.43511 -0.12083 -0.14244
C 1.29119 -1.03663 1.00486
C -0.27819 -1.23690 -1.36124
O -1.23788 0.72323 0.10392
C -1.54203 1.27105 1.30857
H 1.02162 1.32182 -2.05228
H 2.43440 0.95737 -0.70549
H 0.70258 -1.86847 1.28511
H 2.01095 -0.48758 1.43515
H -0.92274 -1.93400 -0.78423
H -0.96692 -0.57149 -2.08955
H 0.47095 -1.75733 -1.89018
H -1.15016 2.23313 1.51377
H -1.12928 0.63596 2.08289
H -2.66227 1.32685 1.57410
*
```

Properties
Energy above the lowest of the compared OMol25 structures with the same formula, charge and spin in eV: 6.779
M in g/mol: 106.2
Orbital gap (alpha / beta) in eV: 7.97 / 7.97
SMILES string: C=S(=C)(C)OC

Atomic partial charges in e from the Löwdin method, atoms 1 to 4:
1 C -0.3135
2 S 0.8757
3 C -0.2070
4 C -0.2258



# 5
Density functional theory data (ωB97M-V with the def2-TZVPD basis set) for 2 unconnected molecules or ions with the total composition C3H11NO.

The geometry in ORCA input format:
```
! wB97M-V def2-TZVPD RIJCOSX def2/J DEFGRID3
* xyz 0 1
C 0.18847 2.16438 0.63830
C 0.56356 0.68471 0.50041
O -0.41746 -0.11565 -0.14363
C -1.68787 -0.05875 0.44176
H 1.04015 2.79157 0.40694
H -0.60296 2.38997 -0.07549
H -0.25201 2.39856 1.60811
H 0.78462 0.22879 1.47355
H 1.43547 0.60763 -0.13982
H -2.22518 0.86803 0.22172
H -1.65116 -0.16844 1.53146
H -2.28071 -0.86766 0.02653
N 1.25293 -2.44914 -1.34596
H 0.65622 -2.80915 -2.08139
H 1.73336 -1.66111 -1.77044
H 0.66534 -2.02394 -0.63648
*
```

Properties
Energy above the lowest of the compared OMol25 structures with the same formula, charge and spin in eV: 0.927
M in g/mol: 77.1
Orbital gap in eV: 10.64
SMILES string: CCOC.N

Atomic partial charges in e from the Löwdin method, atoms 1 to 4:
1 C -0.0751
2 C -0.2712
3 O -0.2317
4 C -0.1243



# 6
Density functional theory data (ωB97M-V with the def2-TZVPD basis set) for C5H10N2O2 in the gas phase in a non-equilibrium geometry.

The geometry in ORCA input format:
```
! wB97M-V def2-TZVPD RIJCOSX def2/J DEFGRID3
* xyz 0 1
C -0.56099 -1.71708 1.62180
C -0.39630 -0.22591 1.50114
N 0.69320 0.42225 1.10756
N 1.58369 -0.23597 0.29092
C 1.14882 0.09048 -1.06696
O 1.87490 1.16877 -1.56228
C -0.52433 0.18900 -1.00924
C -1.08820 1.58301 -1.10247
O -1.12516 -0.81991 -1.38428
H -0.06828 -2.25371 0.81010
H -0.15479 -2.06196 2.57526
H -1.62568 -1.95612 1.56932
H -1.08173 0.37736 2.11082
H 1.60934 -1.24820 0.41405
H 1.28473 -0.76548 -1.73235
H 2.14253 1.66324 -0.76965
H -0.33817 2.34885 -0.90423
H -1.48896 1.74022 -2.10621
H -1.88463 1.70116 -0.36332
*
```

Properties
Energy above the lowest of the compared OMol25 structures with the same formula, charge and spin in eV: 3.787
M in g/mol: 130.1
Orbital gap in eV: 9.76
SMILES string: C/C=N\N[C@H](O)C(C)=O

Atomic partial charges in e from the Löwdin method, atoms 1 to 4:
1 C -0.0703
2 C -0.1814
3 N 0.0035
4 N -0.0341



Repeat the third record exactly.
Density functional theory data (ωB97M-V with the def2-TZVPD basis set) for C7H8O2S in the gas phase in a non-equilibrium geometry.

The geometry in ORCA input format:
```
! wB97M-V def2-TZVPD RIJCOSX def2/J DEFGRID3
* xyz 0 1
C 1.02065 -1.41164 1.32841
C 1.56326 -1.14151 0.02429
C -0.16741 -1.06029 1.80446
C 0.94699 -0.15546 -0.63167
C -1.07859 -0.28718 0.90540
C -1.05784 1.06356 -1.21186
C -0.22393 0.60968 -0.00893
O 1.22268 0.30893 -1.88842
O 0.86523 2.88743 -1.76049
S 0.30480 1.66254 -2.37700
H 1.63070 -2.00600 1.86114
H 2.14809 -1.90272 -0.34076
H -0.61511 -1.50125 2.69693
H -1.60714 -1.16741 0.33152
H -1.76264 0.31617 1.44004
H -1.72746 0.30337 -1.80930
H -1.67344 2.01806 -0.86582
H 0.21114 1.46374 0.50205
*
```

Properties
Energy above the lowest of the compared OMol25 structures with the same formula, charge and spin in eV: 2.018
M in g/mol: 156.2
Orbital gap in eV: 9.00

Atomic partial charges in e from the Löwdin method, atoms 1 to 4:
1 C -0.1126
2 C -0.0007
3 C -0.0995
4 C -0.2912



What did the fifth record say?
Density functional theory data (ωB97M-V with the def2-TZVPD basis set) for 2 unconnected molecules or ions with the total composition C3H11NO.

The geometry in ORCA input format:
```
! wB97M-V def2-TZVPD RIJCOSX def2/J DEFGRID3
* xyz 0 1
C 0.18847 2.16438 0.63830
C 0.56356 0.68471 0.50041
O -0.41746 -0.11565 -0.14363
C -1.68787 -0.05875 0.44176
H 1.04015 2.79157 0.40694
H -0.60296 2.38997 -0.07549
H -0.25201 2.39856 1.60811
H 0.78462 0.22879 1.47355
H 1.43547 0.60763 -0.13982
H -2.22518 0.86803 0.22172
H -1.65116 -0.16844 1.53146
H -2.28071 -0.86766 0.02653
N 1.25293 -2.44914 -1.34596
H 0.65622 -2.80915 -2.08139
H 1.73336 -1.66111 -1.77044
H 0.66534 -2.02394 -0.63648
*
```

Properties
Energy above the lowest of the compared OMol25 structures with the same formula, charge and spin in eV: 0.927
M in g/mol: 77.1
Orbital gap in eV: 10.64
SMILES string: CCOC.N

Atomic partial charges in e from the Löwdin method, atoms 1 to 4:
1 C -0.0751
2 C -0.2712
3 O -0.2317
4 C -0.1243



Repeat the fourth record exactly.
Density functional theory data (ωB97M-V with the def2-TZVPD basis set) for C4H10OS in the gas phase in a non-equilibrium geometry.

The geometry in ORCA input format:
```
! wB97M-V def2-TZVPD RIJCOSX def2/J DEFGRID3
* xyz 0 1
C 1.52268 0.54381 -1.28294
S 0.43511 -0.12083 -0.14244
C 1.29119 -1.03663 1.00486
C -0.27819 -1.23690 -1.36124
O -1.23788 0.72323 0.10392
C -1.54203 1.27105 1.30857
H 1.02162 1.32182 -2.05228
H 2.43440 0.95737 -0.70549
H 0.70258 -1.86847 1.28511
H 2.01095 -0.48758 1.43515
H -0.92274 -1.93400 -0.78423
H -0.96692 -0.57149 -2.08955
H 0.47095 -1.75733 -1.89018
H -1.15016 2.23313 1.51377
H -1.12928 0.63596 2.08289
H -2.66227 1.32685 1.57410
*
```

Properties
Energy above the lowest of the compared OMol25 structures with the same formula, charge and spin in eV: 6.779
M in g/mol: 106.2
Orbital gap (alpha / beta) in eV: 7.97 / 7.97
SMILES string: C=S(=C)(C)OC

Atomic partial charges in e from the Löwdin method, atoms 1 to 4:
1 C -0.3135
2 S 0.8757
3 C -0.2070
4 C -0.2258



Which of these has the highest M? C9H10F9IrNO8S2Se2